No. 1
73
Properties=species:S:1:pos:R:3 method="wB97M-V/def2-TZVPD" homo_ha="-0.497 / -0.497" homo_lumo_gap_ev="7.962 / 7.867" lumo_energy_ev="-5.6 / -5.7" spin_multiplicity=6 charge=+2
Mn -1.049 -0.543 1.513
N -2.517 -2.120 0.653
N -2.600 -3.258 1.460
C -2.072 -3.312 2.688
N -2.297 -4.426 3.382
S -1.146 -2.081 3.395
H -3.445 -1.731 0.520
H -2.131 -2.393 -0.248
H -3.152 -4.027 1.114
H -2.911 -5.156 3.060
H -1.923 -4.507 4.313
C 3.438 2.030 0.450
Ge 3.210 0.097 0.578
C 2.741 -0.562 2.361
C 4.773 -0.895 -0.079
Ge 1.391 -0.551 -0.926
C 0.542 -2.293 -0.630
C 0.962 -3.004 0.497
C 0.614 -4.339 0.686
C -0.170 -4.982 -0.264
C -0.600 -4.285 -1.398
C -0.235 -2.961 -1.583
C 1.112 0.118 -2.698
C 2.231 0.598 -3.377
C 2.105 1.130 -4.651
C 0.852 1.202 -5.249
C -0.273 0.732 -4.573
C -0.141 0.185 -3.307
H 4.074 2.345 1.283
H 2.512 2.601 0.501
H 3.958 2.285 -0.473
H 3.260 0.030 3.117
H 3.084 -1.592 2.473
H 1.680 -0.520 2.614
H 5.608 -0.618 0.571
H 5.050 -0.633 -1.101
H 4.657 -1.978 -0.024
H 1.585 -2.521 1.238
H 0.974 -4.875 1.555
H -0.424 -6.027 -0.146
H -1.180 -4.794 -2.157
H -0.516 -2.456 -2.500
H 3.215 0.576 -2.922
H 2.982 1.494 -5.170
H 0.751 1.627 -6.238
H -1.249 0.800 -5.033
H -1.031 -0.132 -2.776
O -0.451 0.457 -0.027
C -0.884 1.818 0.323
C -2.303 1.969 -0.220
C -3.135 0.972 -0.638
C -4.432 1.433 -1.000
C -4.555 2.773 -0.848
S -3.103 3.485 -0.297
C -0.004 2.939 -0.198
C 0.107 4.173 0.387
C 0.828 5.111 -0.411
C 1.215 4.579 -1.593
S 0.717 2.954 -1.745
C -0.922 1.866 1.857
C -1.965 1.510 2.688
C -1.600 1.464 4.072
C -0.306 1.806 4.269
S 0.487 2.204 2.810
H -2.798 -0.054 -0.753
H -5.230 0.808 -1.377
H -5.415 3.388 -1.062
H -0.319 4.420 1.349
H 1.040 6.129 -0.115
H 1.779 5.049 -2.384
H -2.983 1.356 2.336
H -2.286 1.220 4.870
H 0.219 1.890 5.209

No. 2
84
Properties=species:S:1:pos:R:3 method="wB97M-V/def2-TZVPD" homo_ha=-0.068 homo_lumo_gap_ev=5.643 lumo_energy_ev=3.8 charge=-2
Pb 0.530 -0.027 -0.501
C -3.084 -1.078 -2.883
C -2.112 -2.245 -2.686
S -1.708 -2.326 -0.932
C -1.421 -4.085 -0.649
C -0.682 -4.308 0.682
S -0.798 -3.005 1.943
C -2.587 -2.743 2.133
C -2.854 -1.338 2.679
S -2.174 0.074 1.753
C -3.605 0.713 0.835
C -3.979 0.003 -0.462
S -2.788 0.363 -1.798
H -4.114 -1.393 -2.706
H -2.999 -0.708 -3.905
H -1.189 -2.077 -3.241
H -2.573 -3.182 -3.009
H -0.814 -4.486 -1.460
H -2.386 -4.598 -0.637
H 0.390 -4.365 0.494
H -0.984 -5.265 1.111
H -2.997 -3.476 2.835
H -3.069 -2.871 1.166
H -2.421 -1.254 3.677
H -3.931 -1.186 2.785
H -3.357 1.759 0.642
H -4.460 0.720 1.516
H -4.969 0.348 -0.774
H -4.014 -1.077 -0.314
O -0.050 2.514 -1.819
C 1.095 3.316 -1.870
C 2.401 2.563 -1.946
C 3.401 2.972 -2.815
C 4.656 2.393 -2.727
C 4.879 1.422 -1.772
C 3.823 1.040 -0.965
N 2.615 1.594 -1.046
H -0.532 2.672 -0.975
H 1.167 3.924 -0.958
H 1.049 4.003 -2.722
H 3.176 3.703 -3.580
H 5.445 2.691 -3.406
H 5.844 0.948 -1.655
H 3.939 0.258 -0.226
N 3.134 -2.606 1.022
C 3.099 -1.365 1.623
N 3.930 -1.015 2.593
N 3.542 0.236 2.917
N 2.556 0.606 2.175
N 2.233 -0.400 1.329
C 2.538 -2.922 -0.181
N 2.660 -4.124 -0.722
N 1.901 -4.057 -1.841
N 1.365 -2.897 -1.955
N 1.754 -2.124 -0.906
H 3.866 -3.224 1.325
O -2.979 6.119 2.884
S -3.034 4.675 2.893
O -4.274 4.094 3.361
N -2.586 4.044 1.475
C -1.472 3.321 1.585
O -0.944 2.668 0.664
C -0.894 3.303 2.976
C 0.249 2.661 3.415
C 0.573 2.770 4.763
C -0.229 3.500 5.638
C -1.377 4.145 5.187
C -1.681 4.028 3.846
H 0.877 2.090 2.743
H 1.463 2.272 5.130
H 0.045 3.566 6.684
H -2.008 4.714 5.858
Te 0.480 0.278 -3.936
C 1.799 -1.155 -4.772
C 1.446 -1.984 -5.836
C 2.337 -2.913 -6.361
C 3.612 -3.042 -5.828
C 3.980 -2.227 -4.764
C 3.089 -1.299 -4.251
H 0.450 -1.903 -6.257
H 2.027 -3.549 -7.184
H 4.302 -3.779 -6.223
H 4.965 -2.327 -4.320
H 3.388 -0.681 -3.412

No. 3
70
Properties=species:S:1:pos:R:3 method="wB97M-V/def2-TZVPD" homo_ha=-0.122 homo_lumo_gap_ev=5.115 lumo_energy_ev=1.8 charge=-1
Na -0.411 -1.148 -2.218
S 0.229 1.988 -2.197
P 0.270 1.267 -0.368
C -0.383 -0.284 -0.301
P -0.283 -1.343 1.013
S -0.567 -3.186 0.390
C 1.215 -1.276 2.056
C 2.295 -2.072 1.690
C 3.505 -1.959 2.344
C 3.656 -1.040 3.371
C 2.592 -0.221 3.720
C 1.382 -0.331 3.063
C -1.632 -1.038 2.235
C -2.792 -0.564 1.634
C -3.934 -0.331 2.370
C -3.927 -0.562 3.736
C -2.777 -1.038 4.344
C -1.636 -1.291 3.602
C -0.713 2.360 0.714
C -1.979 2.638 0.196
C -2.980 3.146 0.992
C -2.744 3.376 2.340
C -1.487 3.116 2.863
C -0.481 2.604 2.066
C 2.007 1.502 0.145
C 2.550 2.617 0.768
C 3.910 2.666 1.018
C 4.740 1.632 0.618
C 4.204 0.540 -0.045
C 2.846 0.477 -0.274
H 2.154 -2.789 0.891
H 4.336 -2.588 2.054
H 4.605 -0.952 3.887
H 2.716 0.507 4.513
H 0.555 0.314 3.328
H -2.749 -0.359 0.569
H -4.824 0.043 1.882
H -4.815 -0.367 4.324
H -2.771 -1.207 5.414
H -0.748 -1.673 4.091
H -2.152 2.432 -0.855
H -3.953 3.360 0.569
H -3.537 3.743 2.979
H -1.293 3.314 3.910
H 0.489 2.386 2.491
H 1.912 3.443 1.050
H 4.329 3.520 1.536
H 5.804 1.677 0.826
H 4.848 -0.267 -0.372
H 2.391 -0.376 -0.771
N -2.528 -0.431 -2.844
C -2.684 -0.770 -4.239
C -1.503 -0.179 -5.013
N -0.238 -0.570 -4.438
C 0.566 -1.557 -5.116
C 0.595 -2.873 -4.330
N 1.147 -2.627 -3.017
H -3.360 -0.659 -2.315
H -2.368 0.568 -2.755
H -3.622 -0.384 -4.683
H -2.693 -1.860 -4.332
H -1.597 0.911 -4.967
H -1.575 -0.484 -6.067
H 0.296 0.250 -4.180
H 1.597 -1.202 -5.219
H 0.173 -1.754 -6.123
H 1.164 -3.625 -4.906
H -0.427 -3.238 -4.216
H 2.156 -2.551 -3.071
H 0.925 -3.372 -2.367

Let's list electronic energy in order: -224806.8977; -121909.3878; -79746.5545 eV.
Let's list ΔE to the lowest compared entry with this formula, charge and spin in order: 0.000; 0.000; 1.227 eV.